24
Properties=species:S:1:pos:R:3:forces:R:3:nbo_charge:R:1 method="wB97M-V/def2-TZVPD" de_lowest_kcal_mol=11.7 largest_force_ha_per_bohr=0.0559 homo_energy_ev="-8.86 / -6.94" gap_ev="7.82 / 5.32" total_charge=0 energy_ha=-1758.90972
C 1.50143 1.14848 -1.72413 0.035 0.011 -0.097 -0.335
C -0.95229 1.09506 2.32920 -0.070 -0.042 0.116 -0.319
C 0.18178 1.31078 -1.76295 -0.148 -0.061 0.574 -0.565
C -0.22183 1.08545 1.21710 -0.190 0.143 -1.023 -0.614
C -0.39853 -2.18349 -0.29907 0.320 -0.511 0.212 -0.252
N -2.38164 1.49208 -0.79370 -0.003 0.065 0.774 -1.352
N -2.69874 -1.92721 -0.26259 2.797 -0.407 0.532 -0.487
N -4.21882 0.14279 0.50094 -0.164 -0.789 -0.209 -0.680
O -1.47427 -1.33722 -0.66522 -1.781 -0.628 -0.107 -0.391
F -3.94755 -0.29690 1.82480 0.004 0.064 -0.236 -0.254
F -4.73000 2.05218 -0.91870 0.085 0.052 0.462 -0.572
F -5.08454 -2.04505 -0.28410 0.522 0.196 -0.385 -0.567
P -3.67260 1.73511 0.26201 0.145 0.790 -0.987 1.463
P -3.95290 -1.00766 -0.79416 -2.041 0.608 0.171 1.443
P -0.94071 1.02901 -0.41608 0.398 0.352 0.087 1.562
H 2.10704 1.31331 -2.60044 0.050 0.011 -0.142 0.214
H 2.03126 0.86123 -0.83027 0.043 -0.043 0.185 0.192
H -0.49001 1.11706 3.30204 0.126 -0.032 0.129 0.213
H -2.02900 1.08535 2.30927 -0.174 0.003 0.032 0.211
H -0.34278 1.58062 -2.67148 0.017 0.018 -0.040 0.258
H 0.85830 1.07267 1.23758 0.146 -0.010 0.059 0.238
H 0.51742 -1.64998 -0.55896 -0.096 -0.032 -0.014 0.191
H -0.46777 -3.11871 -0.85972 0.012 0.127 0.028 0.203
H -0.42279 -2.40417 0.77184 -0.032 0.112 -0.123 0.200